3 unconnected molecules or ions with the total composition C4H13NO3 in a non-equilibrium geometry, computed with ωB97M-V/def2-TZVPD.

Computed properties:
ΔE to the lowest compared entry with this formula, charge and spin: 2.0505 eV
Kohn-Sham gap: 10.252 eV

Structure (XYZ):
```
21
Properties=species:S:1:pos:R:3:forces:R:3
C 0.4881 -2.0354 1.2086 0.19 1.61 0.66
N -0.4752 -1.1261 0.5899 0.22 0.36 -0.76
C -0.1682 0.2934 0.8153 -0.55 -0.36 0.26
C 1.1157 0.8384 0.2327 -0.07 0.92 1.08
C 1.3973 2.2056 0.9745 0.95 -2.06 -1.49
O 2.4772 2.6984 0.7947 -0.53 0.85 0.62
H 1.4974 -1.7291 0.9413 0.03 -0.16 -0.48
H 0.3220 -3.0270 0.8354 -0.08 -0.61 0.42
H 0.5123 -1.8695 2.3098 -0.31 -0.85 -0.29
H -1.4020 -1.2765 0.9654 0.02 -0.22 0.04
H -0.1491 0.4477 1.9131 0.16 0.24 -0.17
H -0.9870 0.9069 0.4307 -0.17 -0.19 0.03
H 1.9656 0.2137 0.4913 0.20 -0.01 0.04
H 1.1663 0.9989 -0.8497 -0.38 0.02 0.16
H 0.6118 2.5368 1.6828 0.24 0.42 -0.09
O -2.0370 1.4687 -2.1825 0.31 -0.57 0.08
H -2.3530 1.2324 -3.0598 -0.25 0.40 -0.15
H -1.5671 0.6219 -1.9969 -0.31 0.59 0.05
O -1.0102 -0.9905 -2.3659 -0.12 -0.73 0.38
H -1.3141 -1.5327 -1.6130 0.06 0.31 -0.28
H -0.0909 -0.8759 -2.1177 0.38 0.06 -0.10
```
Forces are in eV/Å.

Results of the natural (NBO) charge analysis, in e, for atoms 1 through 4: number 1, C, carries -0.42; number 2, N, carries -0.65; number 3, C, carries -0.24; number 4, C, carries -0.53